Record 1
A 7-piece molecular cluster, C21H44O13 overall in a non-equilibrium geometry, computed with ωB97M-V/def2-TZVPD.

For the energy relative to the best compared isomer or geometry (same formula, charge and spin), the calculation gives 0.00 kcal per mole. The HOMO energy comes out at -10.233 eV.

Structure (ORCA input):
```
! RIJCOSX wB97M-V def2-TZVPD def2/J DEFGRID3
* xyz 0 1
C 6.242 14.598 12.920
C 6.720 13.528 13.833
O 8.134 13.427 13.515
C 8.492 14.480 12.856
O 9.647 14.765 12.569
O 7.486 15.305 12.568
H 5.593 15.405 13.337
H 5.944 14.137 11.969
H 6.259 12.524 13.794
H 6.640 13.863 14.875
C 9.341 11.794 10.709
C 9.115 12.963 9.818
O 7.800 13.378 10.153
C 7.190 12.306 10.663
O 5.997 12.162 10.779
O 8.001 11.326 11.024
H 9.783 12.125 11.708
H 9.960 11.037 10.279
H 9.120 12.622 8.793
H 9.835 13.744 10.101
C 8.028 8.428 12.047
C 9.653 8.435 12.239
O 9.802 7.089 12.645
C 8.684 6.614 13.236
O 8.674 5.614 13.903
O 7.672 7.448 13.018
H 7.687 8.167 11.065
H 7.533 9.337 12.394
H 10.014 9.131 13.076
H 10.255 8.536 11.342
C 11.298 15.451 6.920
C 12.166 14.154 7.026
C 11.643 12.878 6.301
O 13.447 14.638 6.566
H 11.733 16.349 7.327
H 10.322 15.239 7.322
H 11.109 15.738 5.856
H 12.164 13.881 8.106
H 11.308 12.986 5.327
H 10.724 12.609 6.920
H 12.311 12.033 6.332
H 14.059 13.903 6.822
C 9.533 9.236 5.427
C 9.390 9.986 6.812
C 8.064 9.622 7.469
O 10.409 9.499 7.659
H 10.390 9.506 4.805
H 8.669 9.265 4.855
H 9.731 8.162 5.666
H 9.423 11.070 6.612
H 7.197 9.871 6.887
H 7.974 10.052 8.503
H 8.077 8.518 7.537
H 10.891 10.244 7.967
C 12.669 15.751 12.534
C 12.544 14.951 11.289
C 13.803 14.802 10.539
O 12.037 13.602 11.679
H 13.286 16.638 12.321
H 13.191 15.146 13.289
H 11.750 16.156 12.946
H 11.655 15.312 10.717
H 13.831 14.155 9.684
H 14.524 14.378 11.238
H 14.181 15.779 10.138
H 11.309 13.890 12.189
C 13.027 9.536 9.938
C 13.516 10.925 9.595
C 14.344 10.933 8.275
O 12.384 11.840 9.324
H 12.442 9.125 9.093
H 12.293 9.597 10.767
H 13.778 8.764 10.214
H 14.097 11.365 10.407
H 15.337 10.440 8.512
H 14.507 11.990 7.955
H 13.703 10.386 7.574
H 12.285 12.272 10.252
*
```

=====

Record 2
C11H15N3S as an isolated structure in a non-equilibrium geometry, computed with ωB97M-V/def2-TZVPD.

For the energy relative to the best compared isomer or geometry (same formula, charge and spin), the calculation gives 108.36 kcal per mole. The HOMO energy comes out at -7.620 eV.

Structure (ORCA input):
```
! RIJCOSX wB97M-V def2-TZVPD def2/J DEFGRID3
* xyz 0 1
C 0.396 1.849 -0.101
C 0.110 -0.509 0.030
C 1.721 1.600 -0.300
C 1.431 -0.706 -0.158
C -2.714 2.072 0.189
C -0.510 0.797 0.115
C 2.320 0.356 -0.228
C -1.911 0.991 0.296
C 4.530 0.283 1.034
C -3.097 -1.420 -1.488
C 3.835 0.138 -0.305
N -2.847 -0.091 0.473
N -3.182 -2.387 0.707
N -2.717 -1.372 -0.120
S -4.213 1.138 0.209
H 0.062 2.835 0.132
H -0.695 -1.316 0.012
H 2.353 2.391 -0.323
H 1.858 -1.822 -0.112
H -2.708 3.198 0.212
H 3.699 0.104 1.849
H 4.907 1.335 1.114
H 5.252 -0.440 1.263
H -3.208 -0.336 -1.759
H -2.318 -1.840 -2.148
H -4.059 -1.993 -1.563
H 3.871 -0.874 -0.653
H 4.310 0.825 -0.992
H -2.478 -2.718 1.301
H -4.001 -2.087 1.316
*
```

=====

Record 3
A 2-piece molecular cluster, C10H22NO2 overall in a non-equilibrium geometry, computed with ωB97M-V/def2-TZVPD.

The HOMO energy (alpha / beta) comes out at -9.733 / -13.742 eV. As for the expectation value of S²: 2.01.

Structure (ORCA input):
```
! RIJCOSX wB97M-V def2-TZVPD def2/J DEFGRID3
* xyz 1 3
C -2.538 -0.809 -1.164
C -1.206 -1.385 -1.548
C -2.025 -0.813 0.302
C -2.936 -1.392 1.424
C 1.028 2.617 -1.190
C 0.589 2.153 1.299
C 2.552 1.250 0.057
C 1.762 -1.798 -0.361
C 1.075 1.637 -0.047
C 0.564 -1.171 0.331
N -0.749 -1.627 -0.080
O 0.503 -0.805 1.585
O 0.270 0.633 -0.443
H -2.800 0.150 -1.676
H -3.468 -1.377 -1.320
H -1.160 -2.216 -2.219
H -0.514 -0.581 -1.870
H -1.644 0.204 0.552
H -2.799 -2.448 1.469
H -3.967 -1.106 1.476
H -2.530 -1.171 2.442
H 0.053 3.100 -1.353
H 1.787 3.355 -1.121
H 1.262 1.847 -1.975
H 0.215 1.352 1.926
H -0.137 2.997 1.198
H 1.420 2.793 1.744
H 3.209 2.209 -0.174
H 2.830 0.794 0.969
H 2.866 0.536 -0.732
H 1.724 -1.583 -1.383
H 2.703 -1.453 0.070
H 1.729 -2.792 -0.212
H -1.018 -2.657 0.148
H 1.353 -0.444 1.877
*
```

=====

Record 4
A 2-piece molecular cluster, C5H14 overall in a non-equilibrium geometry, computed with ωB97M-V/def2-TZVPD.

For the energy relative to the best compared isomer or geometry (same formula, charge and spin), the calculation gives 41.07 kcal per mole. The HOMO energy comes out at -10.605 eV.

Structure (ORCA input):
```
! RIJCOSX wB97M-V def2-TZVPD def2/J DEFGRID3
* xyz 0 1
C 0.213 -0.988 -1.608
C -0.826 -0.935 -2.636
C -0.373 -2.065 -0.548
H 0.519 0.006 -1.180
H 1.183 -1.371 -1.855
H -0.591 -0.244 -3.454
H -1.074 -1.962 -2.791
H -0.169 -2.941 -1.078
H -1.263 -1.915 -0.063
H -1.944 -0.705 -2.329
H 0.372 -2.045 0.260
C 0.238 1.346 2.677
C 0.759 2.405 1.735
H 1.132 0.924 3.132
H -0.520 1.823 3.276
H -0.295 0.458 2.263
H 0.745 2.012 0.719
H 1.773 2.883 1.853
H 0.119 3.313 1.628
*
```

=====

Record 5
A 6-piece molecular cluster, C42H98N6O10 overall in a non-equilibrium geometry, computed with ωB97M-V/def2-TZVPD.

For the energy relative to the best compared isomer or geometry (same formula, charge and spin), the calculation gives 174.72 kcal per mole. The HOMO energy comes out at -8.492 eV.

Structure (ORCA input):
```
! RIJCOSX wB97M-V def2-TZVPD def2/J DEFGRID3
* xyz 0 1
C 0.314 6.927 4.423
C 1.419 5.855 4.726
C 0.786 4.970 5.824
C 1.360 3.509 5.806
C 1.179 2.776 4.414
C 1.900 3.648 3.371
N 1.515 5.127 3.369
O 2.298 5.949 2.478
C 3.351 3.366 3.477
C 1.530 3.009 2.029
C 2.816 6.369 5.311
H -0.469 6.334 3.951
H 0.629 7.607 3.631
H -0.017 7.446 5.323
H 0.877 5.351 6.841
H -0.221 4.708 5.497
H 0.635 2.918 6.367
H 2.374 3.613 6.193
H 0.122 2.959 4.223
H 1.426 1.716 4.471
H 3.795 3.815 2.589
H 3.695 3.946 4.333
H 3.574 2.299 3.486
H 0.523 3.262 1.697
H 2.234 3.362 1.275
H 1.690 1.931 1.995
H 2.751 7.453 5.403
H 3.536 6.139 4.525
H 3.162 5.948 6.255
H 1.599 6.442 2.043
C -3.256 6.387 -4.113
C -3.598 4.845 -4.226
C -3.653 4.298 -2.795
C -4.940 4.596 -2.103
C -6.101 3.971 -2.891
C -6.149 4.521 -4.286
N -4.810 4.554 -4.973
O -4.848 5.108 -6.244
C -7.166 3.624 -4.987
C -6.816 5.935 -4.198
C -2.352 4.169 -4.872
H -4.120 6.991 -3.836
H -3.064 6.707 -5.137
H -2.341 6.582 -3.554
H -3.464 3.229 -2.890
H -2.913 4.696 -2.101
H -5.178 5.605 -1.766
H -4.635 4.199 -1.135
H -7.043 4.207 -2.396
H -5.833 2.920 -2.783
H -8.149 3.648 -4.516
H -7.198 3.919 -6.036
H -6.904 2.566 -4.965
H -7.774 6.008 -3.683
H -6.103 6.755 -4.108
H -7.168 6.155 -5.206
H -2.559 3.099 -4.853
H -1.376 4.405 -4.448
H -2.245 4.371 -5.937
H -5.069 6.017 -6.027
C 3.722 -3.534 -2.290
O 4.837 -2.753 -2.040
C 5.319 -2.131 -3.207
C 5.559 -0.710 -2.679
N 6.021 0.000 -3.865
C 6.610 1.315 -3.460
C 7.030 2.288 -4.652
O 7.487 3.499 -4.174
C 7.975 4.417 -5.178
H 3.791 -4.338 -3.023
H 2.786 -3.004 -2.465
H 3.562 -4.203 -1.444
H 4.629 -2.021 -4.044
H 6.151 -2.726 -3.582
H 6.387 -0.617 -1.976
H 4.648 -0.343 -2.206
H 5.273 0.171 -4.522
H 7.478 0.923 -2.931
H 5.972 1.915 -2.812
H 6.167 2.414 -5.306
H 7.661 1.665 -5.287
H 8.006 5.376 -4.661
H 7.227 4.376 -5.970
H 8.954 4.229 -5.619
C 2.160 -5.912 0.891
O 1.653 -6.603 -0.224
C 1.255 -7.889 0.111
C 0.983 -8.692 -1.169
N 1.886 -9.731 -1.242
C 1.850 -10.591 -2.429
C 3.117 -11.560 -2.517
O 3.062 -12.577 -3.599
C 2.027 -13.559 -3.369
H 3.148 -6.214 1.238
H 1.428 -5.814 1.692
H 2.299 -4.932 0.435
H 0.270 -7.668 0.522
H 1.763 -8.370 0.947
H 1.075 -8.174 -2.123
H -0.005 -9.151 -1.196
H 2.828 -9.386 -1.124
H 1.849 -9.903 -3.275
H 0.925 -11.166 -2.387
H 3.301 -12.017 -1.545
H 3.967 -10.904 -2.703
H 1.027 -13.187 -3.593
H 1.865 -14.019 -2.394
H 2.354 -14.362 -4.029
C -5.855 -2.511 6.815
O -4.710 -1.937 6.014
C -3.615 -1.558 6.904
C -2.467 -0.854 6.180
N -2.075 -1.473 4.941
C -0.994 -0.895 4.101
C 0.437 -1.448 4.300
O 1.139 -1.709 3.010
C 0.579 -2.725 2.172
H -6.777 -2.313 6.269
H -6.083 -1.810 7.618
H -5.691 -3.523 7.183
H -3.344 -2.521 7.336
H -4.104 -0.987 7.694
H -1.544 -0.786 6.756
H -2.794 0.162 5.961
H -2.975 -1.514 4.483
H -0.949 0.168 4.341
H -1.259 -1.073 3.059
H 0.335 -2.408 4.805
H 1.090 -0.719 4.778
H 0.853 -2.596 1.125
H -0.503 -2.858 2.188
H 1.103 -3.484 2.752
C 0.275 -3.614 -1.563
O 0.370 -2.205 -1.559
C -0.893 -1.612 -1.777
C -1.853 -1.363 -0.564
N -1.339 -0.267 0.334
C -1.673 1.134 -0.030
C -3.179 1.556 0.249
O -3.371 1.820 1.663
C -3.659 0.644 2.336
H -0.131 -3.978 -2.508
H -0.184 -4.026 -0.665
H 1.215 -4.126 -1.358
H -1.485 -2.196 -2.482
H -0.785 -0.750 -2.436
H -2.120 -2.349 -0.185
H -2.815 -0.936 -0.845
H -0.332 -0.294 0.264
H -1.385 1.358 -1.057
H -1.131 1.865 0.571
H -3.753 0.758 -0.223
H -3.407 2.391 -0.412
H -4.310 0.794 3.197
H -2.656 0.332 2.627
H -4.087 -0.233 1.851
*
```

=====

Record 6
C15H25CuN8P as an isolated structure, computed with ωB97M-V/def2-TZVPD.

For the energy relative to the best compared isomer or geometry (same formula, charge and spin), the calculation gives 2.74 kcal per mole. The HOMO energy comes out at -10.408 eV.

Structure (ORCA input):
```
! RIJCOSX wB97M-V def2-TZVPD def2/J DEFGRID3
* xyz 1 1
Cu 0.423 -0.309 1.822
C -1.440 -1.060 -3.826
N -1.523 -1.578 -2.476
C -1.760 -2.877 -2.138
C -1.722 -2.922 -0.773
N -1.456 -1.680 -0.273
C -1.323 -0.881 -1.314
P -1.312 0.954 -1.257
C -1.717 1.246 0.508
N -1.138 0.824 1.638
C -1.863 1.350 2.664
C -2.891 2.097 2.170
N -2.792 2.026 0.818
C -3.668 2.663 -0.151
C 0.429 1.532 -1.311
N 1.144 1.910 -0.268
C 2.244 2.546 -0.767
C 2.195 2.563 -2.132
N 1.034 1.935 -2.472
C 0.572 1.691 -3.823
H -2.159 -1.567 -4.465
H -0.442 -1.206 -4.240
H -1.680 0.001 -3.813
H -1.940 -3.637 -2.879
H -1.908 -3.763 -0.125
H -1.600 1.158 3.690
H -3.662 2.656 2.670
H -4.438 3.224 0.370
H -4.142 1.912 -0.781
H -3.099 3.344 -0.782
H 2.984 2.985 -0.118
H 2.864 2.968 -2.873
H 0.827 2.534 -4.462
H -0.511 1.583 -3.811
H 1.027 0.790 -4.236
N 2.428 0.140 2.218
C 3.257 -0.788 3.006
C 3.071 -2.230 2.541
C 1.758 -2.853 3.009
N 0.619 -2.354 2.221
H 2.817 0.253 1.288
H 2.415 1.061 2.639
H 2.960 -0.701 4.053
H 4.316 -0.522 2.941
H 3.900 -2.830 2.919
H 3.115 -2.263 1.447
H 1.585 -2.596 4.055
H 1.835 -3.943 2.945
H -0.261 -2.627 2.644
H 0.630 -2.760 1.292
*
```

=====

Record 7
H38N4O31S5Zn as an isolated structure in a non-equilibrium geometry, computed with ωB97M-V/def2-TZVPD.

The HOMO energy comes out at 1.957 eV.

Structure (ORCA input):
```
! RIJCOSX wB97M-V def2-TZVPD def2/J DEFGRID3
* xyz -4 1
Zn -0.133 0.662 -0.241
N 0.945 -3.200 -2.585
H 1.628 -2.457 -2.552
H 0.758 -3.603 -1.678
H 1.127 -3.874 -3.314
H 0.028 -2.825 -2.780
N -0.353 -3.126 3.003
H 0.597 -2.811 3.138
H -0.329 -3.878 2.329
H -1.013 -2.410 2.737
H -0.613 -3.545 3.884
N 0.349 2.047 -4.015
H -0.142 2.638 -3.359
H 1.202 1.779 -3.547
H 0.499 2.519 -4.896
H -0.241 1.240 -4.160
N -3.915 0.875 -0.673
H -4.882 1.001 -0.934
H -3.595 1.833 -0.680
H -3.441 0.382 -1.416
H -3.939 0.377 0.205
S -1.451 3.609 -1.293
O -0.739 2.491 -0.665
O -2.910 3.355 -1.191
O -1.176 4.904 -0.730
O -1.033 3.814 -2.708
S -2.455 0.025 2.180
O -2.754 1.137 3.045
O -1.603 0.382 1.039
O -1.988 -1.205 2.741
O -3.692 -0.306 1.494
S -1.535 -0.768 -2.863
O -0.723 -0.213 -3.983
O -0.988 -0.223 -1.674
O -2.909 -0.319 -3.031
O -1.371 -2.253 -2.849
S 0.152 -5.111 0.048
O 0.353 -3.707 -0.228
O -0.707 -5.652 -0.978
O 1.419 -5.835 0.107
O -0.541 -5.172 1.332
S 2.710 0.547 -1.858
O 3.964 0.723 -1.156
O 2.707 1.065 -3.209
O 2.467 -0.873 -1.907
O 1.518 0.990 -1.186
O -0.905 1.427 4.906
H -1.503 2.014 5.368
H -1.422 1.081 4.178
O 2.462 4.529 1.775
H 2.931 3.784 1.399
H 1.854 4.138 2.402
O -2.842 -2.017 -0.306
H -1.958 -1.938 0.053
H -3.348 -1.344 0.149
O 4.238 -2.861 -0.749
H 3.471 -2.406 -1.098
H 4.674 -2.210 -0.199
O -2.609 3.698 2.973
H -3.367 3.811 3.546
H -2.469 2.751 2.944
O 1.699 -1.224 -4.654
H 0.802 -0.951 -4.461
H 2.229 -0.801 -3.978
O 2.125 -1.930 3.137
H 2.577 -1.688 3.945
H 2.312 -1.213 2.532
O 0.832 1.660 1.398
H 0.284 2.308 1.841
H 1.728 1.910 1.621
O 3.833 2.055 1.227
H 3.775 1.871 0.289
H 4.417 1.379 1.569
O 0.931 -1.290 0.117
H 1.549 -1.280 -0.614
H 0.560 -2.172 0.105
O 0.196 3.737 2.993
H 0.432 4.249 3.767
H -0.742 3.892 2.879
*
```

=====

Record 8
An isolated molecule of C5H8N2 in a non-equilibrium geometry, computed with ωB97M-V/def2-TZVPD.

For the energy relative to the best compared isomer or geometry (same formula, charge and spin), the calculation gives 65.78 kcal per mole. The HOMO energy comes out at -8.549 eV.

Structure (ORCA input):
```
! RIJCOSX wB97M-V def2-TZVPD def2/J DEFGRID3
* xyz 0 1
C -2.009 0.970 0.135
C -2.172 -0.404 0.350
C -0.730 1.065 -0.438
C 1.805 -0.244 0.546
C 1.147 -0.421 -0.744
N -1.237 -1.221 -0.077
N -0.144 -0.093 -0.655
H -2.735 1.678 0.274
H -3.062 -1.004 0.716
H -0.185 1.923 -0.408
H 1.844 0.767 0.949
H 2.822 -0.565 0.448
H 1.505 -0.921 1.285
H 1.371 -1.529 -0.888
H 1.780 -0.001 -1.494
*
```

=====

Record 9
A 2-piece molecular cluster, Cl2HPS2 overall in a non-equilibrium geometry, computed with ωB97M-V/def2-TZVPD.

For the energy relative to the best compared isomer or geometry (same formula, charge and spin), the calculation gives 61.39 kcal per mole. The HOMO energy (alpha / beta) comes out at -10.124 / -9.399 eV.

Structure (ORCA input):
```
! RIJCOSX wB97M-V def2-TZVPD def2/J DEFGRID3
* xyz 0 1
P -0.499 -0.191 0.658
S -1.742 -1.647 0.652
S 1.375 0.663 -2.042
Cl 0.305 -0.006 2.451
Cl -1.305 1.655 0.186
H 1.866 -0.475 -1.906
*
```

=====

Record 10
A 2-piece molecular cluster, C3H6O5 overall in a non-equilibrium geometry, computed with ωB97M-V/def2-TZVPD.

For the energy relative to the best compared isomer or geometry (same formula, charge and spin), the calculation gives 31.24 kcal per mole. The HOMO energy comes out at -10.780 eV.

Structure (ORCA input):
```
! RIJCOSX wB97M-V def2-TZVPD def2/J DEFGRID3
* xyz 0 1
O -0.998 3.398 -2.981
H -0.875 3.860 -3.841
H -0.430 3.895 -2.350
O -0.873 -0.006 -0.801
O 0.253 -3.379 0.266
O 2.011 -2.094 0.860
O 0.018 0.038 1.227
C -0.354 0.593 0.115
C 0.682 -2.369 0.787
C -0.220 -1.366 1.552
H 2.236 -1.139 1.033
H -0.087 1.667 0.182
H -0.069 -1.587 2.626
H -1.294 -1.512 1.326
*
```

=====

Record 11
A 4-piece molecular cluster, C5H11NO overall in a non-equilibrium geometry, computed with ωB97M-V/def2-TZVPD.

For the energy relative to the best compared isomer or geometry (same formula, charge and spin), the calculation gives 124.87 kcal per mole. The HOMO energy comes out at -8.804 eV.

Structure (ORCA input):
```
! RIJCOSX wB97M-V def2-TZVPD def2/J DEFGRID3
* xyz 0 1
C -0.497 -1.250 -0.755
C -1.440 2.044 -0.245
C 1.933 -0.696 -0.257
N 0.533 -0.304 -0.260
C -0.356 -0.897 0.644
C -0.660 -1.072 1.906
O -2.287 1.168 -0.239
H 0.752 1.363 -0.946
H -0.173 -2.241 -1.062
H -1.310 -0.819 -1.325
H -1.057 2.404 0.725
H 0.718 2.180 -1.205
H -1.400 2.739 -1.108
H 2.060 -1.770 -0.083
H 2.354 -0.431 -1.227
H 2.434 -0.142 0.537
H -1.475 -1.710 2.201
H -0.128 -0.567 2.697
*
```

=====

Values for molecular weight, g/mol, ordered as above
504.57, 221.33, 188.29, 74.17, 847.28, 411.94, 816.03, 96.13, 167.02, 122.08, 101.15